Record 1
{"formula": "C3H5NOS3", "method": "ωB97M-V/def2-TZVPD", "gap_ev": 8.94, "molar_mass_da": 167.3, "e_above_lowest_kj_mol": 482.33, "e_tot_ha": -1441.6851, "e_homo_ha": -0.3321, "elements": ["C", "C", "C", "H", "H", "H", "H", "H", "N", "O", "S", "S", "S"], "xyz": [[-0.929, 0.366, -0.460], [0.382, -2.116, -0.523], [1.123, 0.369, 1.096], [-1.379, 3.218, 0.422], [0.364, -3.202, -0.470], [0.708, -1.943, -1.452], [2.103, 0.967, 1.029], [0.839, -0.065, 2.308], [-1.706, 0.998, -1.251], [0.040, 1.113, 0.406], [-2.136, 2.822, -1.156], [-1.255, -1.408, -0.187], [1.846, -1.119, 0.239]], "lowdin_charge": [-0.70, -0.71, -0.49, 0.05, 0.04, -0.05, 0.08, 0.16, -0.33, -0.25, 0.53, 0.90, 0.77]}



Record 2
{"formula": "C3H8N2", "method": "ωB97M-V/def2-TZVPD", "gap_ev": [2.83, 4.61], "molar_mass_da": 72.1, "multiplicity": 2, "e_above_lowest_kj_mol": 194.98, "e_tot_ha": -228.4746, "s2": 0.75, "total_charge": -1, "e_homo_ha": [0.0047, -0.0614], "elements": ["C", "N", "H", "H", "H", "C", "C", "N", "H", "H", "H", "H", "H"], "xyz": [[0.746, 0.278, -5.189], [1.816, 0.185, -4.542], [0.731, 0.796, -6.147], [-0.208, -0.140, -4.854], [1.704, -0.334, -3.672], [-1.270, -0.303, 2.273], [0.352, 0.199, 3.964], [0.086, -0.207, 2.713], [-1.966, -0.658, 3.066], [-1.701, 0.584, 1.766], [-1.391, -1.173, 1.595], [0.980, -0.418, 4.627], [0.121, 1.190, 4.400]], "mulliken_spin": [0.00, 0.00, 0.00, 0.00, 0.00, 0.35, 0.58, 0.23, -0.18, 0.04, -0.05, 0.00, 0.03]}



Record 3
{"formula": "C5H9N", "method": "ωB97M-V/def2-TZVPD", "smiles": "C=C/C(N)=C/C", "gap_ev": 8.72, "molar_mass_da": 83.1, "e_above_lowest_kj_mol": 170.44, "e_tot_ha": -250.6020, "e_homo_ha": -0.2788, "elements": ["C", "C", "C", "N", "C", "C", "H", "H", "H", "H", "H", "H", "H", "H", "H"], "xyz": [[0.421, -2.300, 0.412], [0.094, -1.426, -0.526], [-0.145, -0.029, -0.294], [-0.892, 0.517, -1.329], [0.406, 0.647, 0.710], [0.248, 2.193, 0.973], [0.532, -2.073, 1.479], [0.727, -3.305, 0.139], [-0.349, -1.864, -1.406], [-1.205, 1.437, -1.234], [-1.142, -0.025, -2.139], [1.056, 0.155, 1.377], [-0.499, 2.146, 1.879], [-0.225, 2.826, 0.161], [1.200, 2.574, 1.403]], "lowdin_charge": [0.01, -0.15, -0.40, 0.10, -0.12, -0.09, 0.07, 0.05, 0.10, 0.05, 0.09, 0.08, 0.09, 0.07, 0.06]}



Record 4
{"formula": "C18H41N2O2P3Yb", "method": "ωB97M-V/def2-TZVPD", "gap_ev": [3.67, 2.45], "molar_mass_da": 583.5, "multiplicity": 2, "e_above_lowest_kj_mol": 0.00, "e_tot_ha": -3152.2854, "s2": 0.75, "total_charge": 3, "e_homo_ha": [-0.5132, -0.5132], "elements": ["Yb", "P", "P", "P", "H", "C", "C", "H", "C", "C", "C", "C", "C", "C", "C", "C", "C", "H", "H", "H", "H", "H", "H", "H", "H", "H", "H", "H", "H", "H", "H", "H", "H", "H", "H", "H", "H", "H", "H", "H", "H", "H", "H", "H", "H", "H", "C", "C", "C", "C", "C", "C", "O", "H", "H", "H", "H", "H", "H", "N", "C", "N", "O", "H", "H", "H", "H"], "xyz": [[-0.604, -1.633, 0.013], [-2.487, -0.936, -2.322], [1.546, -0.951, -1.530], [-0.818, 1.486, -0.081], [-0.805, -1.507, 3.128], [-1.414, -0.616, 2.905], [-2.667, -0.745, 2.435], [-3.104, -1.756, 2.301], [-3.423, -2.371, -3.026], [-1.987, -0.147, -3.901], [-3.960, 0.097, -1.890], [2.962, -0.946, -0.364], [1.881, -2.497, -2.454], [2.042, 0.320, -2.740], [-2.040, 2.381, 0.951], [-0.911, 2.551, -1.573], [0.718, 2.148, 0.675], [-0.939, 0.354, 3.123], [-3.338, 0.105, 2.223], [-4.112, -2.808, -2.284], [-2.717, -3.146, -3.348], [-4.005, -2.036, -3.899], [-1.171, -0.742, -4.337], [-1.623, 0.868, -3.697], [-2.832, -0.109, -4.603], [-4.424, -0.323, -0.982], [-4.701, 0.101, -2.707], [-3.643, 1.129, -1.678], [3.924, -1.005, -0.886], [2.900, -1.798, 0.324], [2.971, -0.048, 0.261], [2.861, -2.488, -2.937], [1.127, -2.651, -3.233], [1.837, -3.379, -1.804], [3.004, 0.107, -3.202], [2.095, 1.311, -2.291], [1.302, 0.389, -3.539], [-1.770, 3.441, 1.029], [-2.086, 1.944, 1.952], [-3.034, 2.309, 0.497], [-0.737, 3.598, -1.297], [-1.902, 2.474, -2.034], [-0.153, 2.245, -2.301], [0.610, 3.227, 0.849], [1.587, 1.977, 0.029], [0.899, 1.652, 1.637], [4.651, 2.397, 2.543], [5.769, 2.387, 3.431], [5.532, 2.616, 4.797], [4.254, 2.941, 5.279], [3.213, 3.139, 4.361], [3.441, 2.971, 2.981], [4.529, 1.682, 1.377], [5.405, 1.365, 1.036], [6.782, 2.180, 3.059], [6.343, 2.529, 5.520], [4.062, 3.040, 6.347], [2.212, 3.403, 4.688], [2.668, 3.165, 2.241], [-4.131, -3.885, 0.353], [-2.909, -4.063, -0.127], [-2.644, -5.193, -0.805], [-2.017, -3.165, -0.025], [-4.760, -4.685, 0.392], [-4.290, -3.089, 0.978], [-1.670, -5.353, -1.052], [-3.301, -5.955, -0.766]], "mulliken_spin": [0.99, 0.00, 0.00, 0.00, 0.00, 0.00, 0.00, 0.00, 0.00, 0.00, 0.00, 0.00, 0.00, 0.00, 0.00, 0.00, 0.00, 0.00, 0.00, 0.00, 0.00, 0.00, 0.00, 0.00, 0.00, 0.00, 0.00, 0.00, 0.00, 0.00, 0.00, 0.00, 0.00, 0.00, 0.00, 0.00, 0.00, 0.00, 0.00, 0.00, 0.00, 0.00, 0.00, 0.00, 0.00, 0.00, 0.00, 0.00, 0.00, 0.00, 0.00, 0.00, 0.00, 0.00, 0.00, 0.00, 0.00, 0.00, 0.00, 0.00, 0.00, 0.00, 0.00, 0.00, 0.00, 0.00, 0.00]}